A cluster of 3 separate species, C5H15BrNO2 in total. Source: the Open Molecules 2025 dataset; level of theory: wB97M-V/def2-TZVPD.

Summary:
Orbital gap (eV): 7.41
Relative energy (zero: lowest compared OMol25 entry of this formula, charge and spin) (kcal/mol): 14.6
Total charge: -1
E_LUMO (eV): 3.11
Molar mass (g/mol): 201.1

Last column: Mulliken charge in e.
Element x y z (Å)
Br 5.567 -12.576 -33.321  -0.87
O 6.417 -9.601 -34.455  -0.41
O -0.270 -13.096 -31.040  -0.40
N 1.929 -12.517 -33.092  -0.63
C 6.453 -9.388 -35.838  -0.51
C -1.480 -13.573 -31.582  -0.68
C 2.410 -14.975 -32.927  -1.54
C 0.895 -13.841 -31.264  -0.92
C 1.381 -13.836 -32.712  0.76
H -2.216 -13.550 -30.779  0.23
H 5.910 -10.155 -36.409  0.22
H 6.063 -8.410 -36.127  0.21
H -1.842 -12.867 -32.333  0.23
H 2.920 -12.686 -33.298  0.13
H 1.746 -13.441 -30.711  0.36
H 2.868 -14.872 -33.908  0.42
H 1.959 -15.961 -32.806  0.42
H 6.235 -10.557 -34.305  0.19
H 7.485 -9.507 -36.215  0.22
H 1.549 -12.369 -34.026  0.28
H 0.554 -14.212 -33.334  0.23
H 0.720 -14.885 -30.966  0.38
H 3.200 -14.854 -32.179  0.33
H -1.330 -14.555 -32.030  0.34



An isolated molecule of C5H15ClN2Si2. Source: the Open Molecules 2025 dataset; level of theory: wB97M-V/def2-TZVPD.

Summary:
Orbital gap (eV): 9.02
SMILES: C/[Si](=N\C(C)(C)C)N[SiH2]Cl
E_LUMO (eV): 0.45
Molar mass (g/mol): 194.8

Last column: Mulliken charge in e.
Element x y z (Å)
Cl -1.253 -1.491 -3.910  -0.22
Si 0.485 -0.600 -1.087  0.23
Si 0.263 -2.628 -3.286  0.41
N -0.283 -0.636 0.355  -0.37
N 0.639 -2.256 -1.658  -0.14
C 1.199 0.582 -2.445  -1.21
C -1.068 -0.369 2.552  -1.78
C -1.444 1.445 0.697  -1.57
C 0.821 1.051 1.809  -1.61
C -0.548 0.420 1.349  1.76
H -0.005 -4.038 -3.472  -0.18
H -0.169 -0.900 2.993  0.32
H 0.641 -2.921 -0.910  0.29
H -1.994 0.918 0.002  0.48
H -2.163 2.019 1.454  0.27
H 1.547 0.359 2.194  0.41
H -0.798 2.120 0.131  0.33
H 0.635 1.734 2.668  0.38
H 1.222 1.671 1.015  0.37
H 1.721 1.431 -1.962  0.37
H -1.564 0.217 3.262  0.40
H 1.442 -2.362 -3.951  -0.16
H -1.629 -1.203 2.252  0.45
H 0.424 1.104 -3.011  0.36
H 1.897 0.000 -2.986  0.42



Number 1: HOMO level -4.30 eV. Number 2: HOMO level -8.57 eV.